Record 1
{
  "formula": "C6H12O",
  "method": "wB97M-V/def2-TZVPD",
  "smiles": "CC1(O)CCCC1",
  "lumo_ev": 0.95,
  "symbols": ["C", "C", "O", "C", "C", "C", "C", "H", "H", "H", "H", "H", "H", "H", "H", "H", "H", "H", "H"],
  "coordinates": [[0.4515, 1.8775, 0.9259], [0.0836, 0.4462, 0.5537], [-0.2859, -0.2925, 1.7219], [-1.0201, 0.3390, -0.5046], [-0.9710, -1.1331, -0.9310], [0.5264, -1.5226, -0.8288], [1.2205, -0.3623, -0.0779], [-0.4303, 2.4281, 1.2762], [0.8656, 2.4154, 0.0653], [1.1940, 1.8802, 1.7301], [-1.2225, -0.1445, 1.8931], [-1.9992, 0.6589, -0.1217], [-0.7741, 0.9990, -1.3468], [-1.5640, -1.7374, -0.2371], [-1.3823, -1.2909, -1.9328], [0.9692, -1.6627, -1.8202], [0.6431, -2.4673, -0.2906], [1.7823, 0.2749, -0.7712], [1.9132, -0.7060, 0.6965]],
  "forces_ev_per_angstrom": [[0.00, 0.02, 0.01], [0.13, 0.12, -0.27], [-0.22, -0.03, 0.11], [-0.04, 0.04, 0.00], [-0.05, -0.03, -0.02], [0.05, -0.06, -0.03], [0.07, 0.04, -0.01], [0.11, -0.10, -0.03], [-0.08, -0.10, 0.11], [-0.08, -0.02, -0.12], [0.06, 0.05, 0.07], [0.14, -0.06, -0.03], [0.00, -0.09, 0.13], [0.09, 0.07, -0.12], [0.07, 0.02, 0.14], [-0.06, 0.01, 0.14], [-0.01, 0.14, -0.08], [-0.10, -0.08, 0.09], [-0.09, 0.05, -0.11]]
}

***

Record 2
{
  "formula": "C34H52BN7ORhS2Si3",
  "method": "wB97M-V/def2-TZVPD",
  "lumo_ev": [-3.53, -3.66],
  "charge": 1,
  "symbols": ["Rh", "B", "N", "C", "C", "C", "N", "N", "C", "C", "C", "N", "H", "H", "H", "H", "H", "H", "H", "H", "C", "Si", "C", "C", "C", "Si", "C", "C", "C", "Si", "C", "C", "C", "C", "C", "C", "C", "N", "H", "H", "H", "H", "H", "H", "H", "H", "H", "H", "H", "H", "H", "H", "H", "H", "H", "H", "H", "H", "H", "H", "H", "H", "H", "H", "H", "H", "C", "N", "C", "N", "S", "H", "H", "H", "H", "H", "H", "O", "S", "C", "C", "C", "C", "C", "C", "C", "C", "C", "C", "C", "C", "H", "H", "H", "H", "H", "H", "H", "H", "H", "H"],
  "coordinates": [[0.0954, 0.1399, 0.1200], [-1.3020, 2.2488, 2.9697], [-2.1622, 1.5307, 1.8645], [-3.4955, 1.6983, 1.8352], [-4.0395, 0.8807, 0.8653], [-2.9422, 0.2188, 0.3293], [-1.8164, 0.6263, 0.9172], [0.1280, 1.6474, 3.1008], [0.8701, 1.7812, 4.2188], [2.0884, 1.1653, 4.0133], [1.9959, 0.6574, 2.7088], [0.8117, 0.9651, 2.1734], [-1.2348, 3.4331, 2.7084], [-1.8486, 2.0680, 4.0344], [-3.9684, 2.3848, 2.5243], [-5.0809, 0.7725, 0.5964], [-2.9144, -0.5548, -0.4151], [0.4778, 2.3017, 5.0820], [2.9268, 1.0995, 4.6917], [2.7193, 0.0755, 2.1549], [2.7739, 0.1583, -1.1343], [1.4025, -0.1410, -2.3947], [1.9978, 0.5468, -4.0399], [1.5723, -2.0076, -2.6064], [-0.3037, 0.6348, -2.1733], [-0.5868, 2.4057, -2.8228], [-1.2684, 2.2563, -4.5667], [0.7602, 3.6933, -3.0848], [-1.9638, 3.1014, -1.7384], [-1.6721, -0.4954, -2.7592], [-3.4479, 0.0780, -2.8559], [-1.3052, -1.1899, -4.4535], [-1.5784, -1.9278, -1.5620], [-2.3586, -3.0707, -1.7022], [-2.1087, -4.1788, -0.9074], [-1.0307, -4.1380, -0.0376], [-0.2963, -2.9714, 0.0635], [-0.5995, -1.8652, -0.6373], [3.5866, -0.5029, -1.4487], [2.5146, -0.1196, -0.0966], [3.1237, 1.1889, -1.1086], [2.9814, 0.1245, -4.2870], [2.0917, 1.6413, -4.0274], [1.2997, 0.2691, -4.8416], [2.4220, -2.1704, -3.2815], [0.7042, -2.5193, -3.0324], [1.8060, -2.4945, -1.6546], [-0.4943, 1.9038, -5.2604], [-1.5834, 3.2563, -4.8931], [-2.1302, 1.5917, -4.6654], [1.0352, 3.7220, -4.1477], [1.6666, 3.5521, -2.5052], [0.3518, 4.6785, -2.8290], [-2.9376, 2.7097, -2.0608], [-2.0270, 4.1976, -1.8134], [-1.8358, 2.8007, -0.6918], [-3.5733, 0.8504, -3.6185], [-3.8475, 0.4758, -1.9215], [-4.0708, -0.7738, -3.1572], [-1.3611, -0.3997, -5.2116], [-2.0456, -1.9557, -4.7170], [-0.3116, -1.6416, -4.5209], [-3.1460, -3.0896, -2.4487], [-2.7239, -5.0682, -0.9865], [-0.7554, -5.0016, 0.5547], [0.5581, -2.9133, 0.7136], [1.2393, 5.1539, 2.8247], [1.4508, 4.0585, 1.8903], [0.7033, 3.8268, 0.8347], [-0.2675, 4.6834, 0.5323], [1.1089, 2.5320, -0.2333], [2.0416, 5.1475, 3.5555], [0.2863, 5.0407, 3.3471], [1.2588, 6.1126, 2.3028], [2.1491, 3.3588, 2.0942], [-0.5867, 5.3661, 1.1997], [-0.8824, 4.4316, -0.2226], [-0.2207, -1.6279, 2.2227], [-0.4257, -1.3662, 3.6933], [0.0335, -2.8687, 4.5416], [0.0910, -4.0717, 3.8599], [0.5314, -5.2040, 4.5290], [0.9109, -5.1224, 5.8644], [0.8489, -3.9086, 6.5382], [0.4167, -2.7695, 5.8721], [-2.1941, -1.4584, 3.9641], [-3.0138, -1.9427, 2.9586], [-4.3913, -1.8942, 3.1331], [-4.9285, -1.3639, 4.3001], [-4.0925, -0.8838, 5.3028], [-2.7162, -0.9208, 5.1333], [-0.1991, -4.1099, 2.8157], [0.5872, -6.1522, 4.0076], [1.2652, -6.0072, 6.3792], [1.1526, -3.8460, 7.5760], [0.3882, -1.8094, 6.3802], [-2.5700, -2.3378, 2.0499], [-5.0479, -2.2606, 2.3522], [-6.0037, -1.3182, 4.4284], [-4.5142, -0.4680, 6.2098], [-2.0545, -0.5302, 5.9020]],
  "forces_ev_per_angstrom": [[-1.39, 2.15, -1.54], [0.16, 0.04, -0.03], [0.14, 0.01, -0.09], [0.19, -0.04, 0.03], [-0.09, -0.04, -0.06], [-0.05, -0.05, 0.17], [0.55, -0.33, -0.52], [-0.18, -0.19, 0.24], [-0.01, 0.06, -0.09], [0.17, 0.05, -0.17], [-0.04, 0.12, 0.15], [0.35, -0.63, 0.55], [-0.03, -0.10, -0.01], [-0.01, 0.07, -0.12], [0.10, -0.14, -0.04], [0.19, -0.01, 0.06], [-0.03, 0.13, 0.15], [0.01, -0.08, -0.14], [-0.16, -0.03, -0.07], [-0.07, 0.07, 0.03], [-0.47, 0.22, 0.51], [0.11, -0.16, -1.79], [0.29, 0.17, -0.03], [-0.26, -0.27, 0.06], [0.77, -0.75, 1.63], [-0.21, 0.18, 0.44], [-0.14, -0.26, -0.23], [0.29, -0.03, -0.38], [-0.28, 0.04, -0.01], [0.11, 0.23, -0.33], [-0.27, 0.26, 0.08], [0.10, -0.08, -0.32], [0.05, -0.28, 0.08], [0.14, -0.06, 0.00], [-0.04, -0.02, 0.00], [0.00, -0.09, -0.14], [-0.02, 0.13, -0.27], [0.04, 0.13, 1.08], [-0.16, -0.09, 0.04], [0.22, -0.02, 0.02], [-0.01, -0.09, 0.04], [-0.16, 0.11, -0.02], [0.00, -0.27, -0.07], [0.15, 0.05, 0.15], [-0.11, 0.03, 0.09], [0.22, 0.01, 0.09], [0.02, 0.02, -0.13], [-0.12, 0.12, 0.09], [0.09, -0.12, 0.05], [0.15, 0.22, -0.10], [-0.09, 0.06, 0.15], [0.01, 0.06, -0.10], [0.03, -0.10, 0.01], [0.16, 0.10, 0.07], [-0.04, -0.18, -0.03], [-0.07, 0.03, -0.15], [-0.07, -0.16, 0.08], [0.00, -0.01, -0.22], [0.10, 0.06, 0.03], [-0.03, -0.18, 0.11], [0.09, 0.10, 0.02], [-0.20, 0.07, -0.06], [0.06, 0.00, 0.07], [0.05, 0.05, 0.00], [0.01, 0.06, -0.03], [0.01, 0.05, 0.09], [0.01, -0.06, -0.04], [0.22, 0.08, 0.39], [-0.07, -0.02, -0.12], [-0.04, -0.03, -0.05], [-0.30, -0.11, 0.23], [0.01, -0.02, 0.00], [0.00, -0.03, -0.01], [0.03, -0.02, -0.01], [0.00, -0.01, 0.03], [-0.02, 0.00, 0.01], [-0.04, 0.06, -0.03], [-0.17, -0.20, 0.82], [-0.07, -0.18, -0.33], [0.22, 0.05, 0.12], [-0.03, -0.08, -0.05], [0.00, -0.01, 0.03], [-0.02, 0.03, 0.00], [-0.02, -0.03, -0.03], [0.00, -0.01, 0.02], [-0.08, 0.24, -0.09], [-0.02, -0.04, -0.02], [0.00, 0.00, 0.07], [0.02, -0.03, -0.02], [0.00, -0.04, -0.02], [0.02, 0.00, 0.02], [0.03, 0.03, 0.07], [-0.01, 0.04, 0.03], [-0.03, 0.04, -0.02], [-0.02, 0.00, -0.05], [0.03, -0.08, -0.05], [-0.02, 0.08, 0.06], [0.04, 0.01, 0.04], [0.06, -0.01, -0.01], [0.02, -0.02, -0.04], [-0.07, 0.00, -0.10]]
}

***

Record 3
{
  "formula": "C9H14N6",
  "method": "wB97M-V/def2-TZVPD",
  "smiles": "C/[NH+]=C(\\N(C)C)[n+]1[nH]nc2cccnc21",
  "lumo_ev": -8.80,
  "charge": 2,
  "symbols": ["C", "C", "C", "C", "C", "C", "C", "C", "C", "N", "N", "N", "N", "N", "N", "H", "H", "H", "H", "H", "H", "H", "H", "H", "H", "H", "H", "H", "H"],
  "coordinates": [[-1.1770, 2.3711, -3.3440], [0.0982, 1.9137, -3.4780], [-1.8986, 2.0206, -2.1999], [0.5573, 1.0562, -2.4794], [-0.2880, 0.8460, -1.3430], [0.1594, -0.5515, 0.7125], [2.2150, 0.0973, 1.7547], [0.5050, -0.9854, 3.1065], [-1.8307, -2.2026, 1.3245], [-1.4667, 1.3597, -1.1415], [1.7376, 0.4088, -2.2767], [1.6228, -0.2062, -1.1942], [0.5124, 0.1230, -0.4864], [0.8179, -0.4004, 1.8135], [-1.0289, -1.5658, 0.3499], [-1.5453, 3.0827, -3.9285], [0.6149, 2.0308, -4.4321], [-2.7984, 2.4892, -2.0287], [2.8488, -0.7716, 1.6351], [2.3881, 0.9542, 1.0526], [2.2866, 0.6804, 2.6165], [1.1724, -1.8891, 3.3646], [0.7224, -0.0660, 3.8496], [-0.5336, -1.4265, 3.2229], [-1.4286, -2.9642, 2.0193], [-2.7009, -2.6725, 0.7411], [-2.3657, -1.6674, 2.0808], [2.3102, -0.9968, -0.8790], [-1.5067, -1.0680, -0.4326]],
  "forces_ev_per_angstrom": [[1.88, -2.46, 2.82], [0.23, -0.66, -1.77], [0.89, 0.73, 0.61], [-0.10, -0.03, 1.33], [1.85, 0.43, -0.83], [-4.61, -3.43, -1.07], [-0.70, 1.47, -1.25], [-0.18, -0.17, 2.86], [-3.06, -2.34, 0.53], [-0.18, -1.00, 0.30], [-0.54, -0.06, -1.84], [1.97, -1.69, 1.78], [-0.30, -1.09, 0.74], [0.16, -0.71, -2.02], [4.78, 4.84, 0.62], [-1.72, 2.50, -2.87], [0.34, 0.39, 0.52], [-2.26, 0.74, 0.03], [0.49, 0.24, 0.28], [-0.37, -1.33, -0.26], [0.92, 0.10, 2.04], [-0.49, 1.69, -0.56], [-0.75, -2.50, -1.32], [1.25, 1.26, -0.39], [0.82, -0.15, -1.38], [1.44, 0.30, 0.76], [-0.33, 1.72, -0.02], [-1.47, 2.08, -0.68], [0.03, -0.85, 1.01]]
}

***

The max |F| results, record by record, are as follows: 0.0063; 0.0580; 0.1328 Eh/bohr.